Below is C29H31Cl3N5O5SV as an isolated structure, with properties calculated with ωB97M-V with the def2-TZVPD basis set.

Each line ends with the Mulliken charge.
Geometry (Å):
H: -2.087 2.626 -1.845  0.5532
C: 2.040 1.721 0.928  0.9818
H: -0.572 -0.047 -4.812  0.4531
H: -5.307 -1.798 -2.446  0.3917
N: -3.696 -0.558 -2.036  -0.0162
H: 1.888 -1.801 1.406  0.7457
H: 1.236 -3.322 6.070  0.3768
C: 2.993 3.865 0.452  -1.0401
O: -1.858 -1.166 2.636  -0.2250
C: 4.137 2.288 1.876  -0.6156
H: 3.139 0.397 2.205  0.3904
O: 1.024 0.845 0.734  1.0721
C: 3.861 -2.958 5.464  -1.3997
H: -0.752 1.676 -4.416  0.3461
C: 0.278 -2.807 4.235  -0.9263
H: -1.274 5.243 -2.026  0.4604
H: -3.176 -1.455 -0.193  0.2335
Cl: -1.852 0.902 4.791  -0.1048
H: -0.145 0.528 -3.199  0.1389
C: -1.999 0.154 2.262  -0.1596
C: 2.715 -0.724 -2.833  -0.9387
H: 4.990 2.042 2.492  0.4921
H: 0.765 -3.410 -3.468  0.4673
H: -4.907 -1.261 -0.501  0.3948
C: 4.076 3.528 1.244  -1.0361
C: -0.801 4.385 -1.587  -1.0198
Cl: -3.198 2.509 2.799  -0.1124
H: -0.548 -2.416 -1.644  0.5219
C: 2.669 -2.743 4.584  0.8665
C: -1.184 3.090 -1.494  -0.6785
H: 4.884 4.234 1.370  0.4342
C: 1.750 -2.114 2.433  -0.2467
H: -4.218 -1.586 -3.809  0.3862
N: 0.416 4.465 -0.954  -0.0183
H: 4.525 -3.706 5.031  0.3456
C: 1.942 2.960 0.285  0.6489
H: 3.635 -0.254 -3.156  0.4935
S: -0.901 -2.224 1.894  1.1533
H: 3.836 -2.153 2.883  0.5382
C: 1.378 -2.981 5.053  -1.0230
H: -3.031 -0.266 -5.443  0.3598
C: 0.477 -2.362 2.932  0.2178
O: -0.483 -1.610 0.640  -0.1937
C: 0.747 3.248 -0.489  0.3492
H: 2.366 0.745 -1.326  0.2464
C: -2.554 0.028 -2.396  0.6598
N: -2.222 0.422 -3.624  0.1191
H: -0.717 -3.018 4.603  0.5136
C: -4.699 -1.074 -2.978  -1.1994
N: -0.213 2.379 -0.814  0.7163
C: -2.839 0.872 3.323  0.8403
N: -1.568 0.701 1.241  0.2298
H: 2.852 -2.334 -4.235  0.4574
H: 3.569 -3.295 6.455  0.3726
H: 4.432 -2.036 5.570  0.3417
H: -2.836 1.489 -5.286  0.3711
C: 2.836 -2.314 3.266  -0.8715
C: 0.363 -1.935 -1.972  0.0994
C: -3.936 -0.790 -0.603  -0.9121
Cl: -4.338 -0.018 3.591  -0.0935
C: 3.118 1.362 1.722  -1.1283
V: -0.368 0.435 -0.189  -1.4551
H: 2.983 4.829 -0.039  0.4524
C: 1.986 -0.158 -1.785  -0.6439
C: 0.809 -0.763 -1.373  1.5959
H: -3.944 0.154 -0.059  0.3158
H: 0.952 5.306 -0.819  0.1860
C: -0.831 0.662 -4.025  -0.8726
C: 1.102 -2.493 -3.002  -0.9244
H: -5.358 -0.289 -3.341  0.3890
C: -3.132 0.580 -4.764  -1.1587
O: -1.676 0.177 -1.438  0.2153
C: 2.277 -1.887 -3.436  -0.6567
O: -1.663 -3.414 1.840  -0.6637
H: -4.162 0.693 -4.456  0.3992

Output
HOMO energy = -14.22 eV
Kohn-Sham gap = 0.26254 Eh
Charge = +2

=====

Below is one molecule with the formula C29H31F3N2O4S at a distorted geometry, with properties calculated with ωB97M-V with the def2-TZVPD basis set.

Each line ends with the natural charge from an NBO analysis.
Geometry (Å):
H: -6.779 -2.039 -2.248  0.2180
C: 3.996 1.075 0.375  -0.0649
H: 4.642 -1.146 -1.215  0.2193
H: 0.228 0.973 0.717  0.2418
C: 1.051 -4.294 -1.787  -0.2269
H: -0.759 -1.942 3.271  0.2434
H: 0.920 2.757 -2.023  0.2227
N: -1.024 -1.250 1.380  -0.6770
C: -4.183 0.718 0.253  -0.1587
C: 1.049 3.139 -1.019  -0.1992
S: -2.127 -0.080 1.891  2.3129
N: 1.933 -0.250 0.628  -0.4677
H: -3.284 -2.469 0.888  0.2280
O: 4.470 2.041 -0.537  -0.5293
C: 1.329 4.150 1.539  -0.2077
H: 2.843 -1.683 -2.961  0.1996
O: -1.625 1.262 1.708  -0.9638
C: 0.058 3.988 1.011  -0.1849
C: -1.414 3.305 -0.914  0.9692
H: 2.722 0.312 -1.189  0.2079
H: 1.308 -0.939 3.819  0.2465
H: -5.216 -2.888 -0.617  0.2146
H: 0.761 0.492 -0.898  0.2198
C: 2.922 -2.406 -0.947  -0.0284
C: -5.259 0.488 -0.585  -0.2164
H: 1.135 -5.036 0.218  0.2144
H: 0.327 -5.025 -2.113  0.2144
H: -7.742 -0.985 -1.214  0.2273
H: -0.819 4.228 1.589  0.2380
C: 3.100 -0.034 -0.225  -0.0528
C: 2.142 -0.612 1.918  0.6994
H: 4.902 0.642 0.801  0.2093
H: -6.875 -0.302 -2.584  0.2217
C: -0.125 -1.714 2.413  -0.2262
C: -6.823 -1.051 -1.797  -0.6317
C: 1.536 -3.350 -2.678  -0.2246
H: 4.096 3.678 -1.602  0.2074
O: 3.253 -0.864 2.346  -0.6468
H: 1.445 4.545 2.537  0.2221
H: 0.022 -1.896 -0.283  0.2304
C: 2.318 3.270 -0.477  -0.0693
H: 4.342 -1.654 0.461  0.2465
C: 1.505 -4.298 -0.479  -0.2141
C: 3.523 2.809 -1.257  -0.0821
H: -1.227 -0.657 -0.564  0.2233
F: -1.634 2.020 -1.269  -0.3334
H: 1.191 -3.347 -3.702  0.2130
C: -0.418 -0.971 0.101  -0.2483
H: 3.440 1.557 1.189  0.1779
H: 3.436 3.943 1.216  0.2259
F: -1.530 4.007 -2.064  -0.3309
C: 3.870 -1.345 -0.470  -0.4341
C: -3.482 -0.356 0.764  -0.3694
C: 0.928 -0.682 2.828  -0.5256
H: 3.185 2.261 -2.150  0.1661
C: 2.463 -2.413 -2.259  -0.1710
C: -3.848 -1.655 0.464  -0.1111
C: 2.434 -3.359 -0.063  -0.2177
C: 0.633 0.145 0.128  -0.2562
C: 2.448 3.804 0.802  -0.1836
C: -4.925 -1.877 -0.375  -0.2378
H: 0.449 0.298 2.887  0.2371
C: -5.642 -0.810 -0.910  0.0175
C: -0.070 3.497 -0.278  -0.0846
H: -3.876 1.717 0.517  0.2451
H: 2.789 -3.362 0.958  0.2226
H: 0.351 -2.635 2.061  0.2111
H: -5.810 1.323 -0.991  0.2172
O: -2.533 -0.445 3.216  -0.9375
F: -2.444 3.676 -0.153  -0.3178

Output
SMILES = Cc1ccc(S(=O)(=O)N2CCC(=O)N([C@@H](COCc3cccc(C(F)(F)F)c3)Cc3ccccc3)CC2)cc1
HOMO energy = -8.91 eV
Kohn-Sham gap = 0.34881 Eh
Charge = 0

=====

Below is a 6-piece molecular cluster, C29H31F40NO7P overall at a distorted geometry, with properties calculated with ωB97M-V with the def2-TZVPD basis set.

Each line ends with the Mulliken charge.
Geometry (Å):
C: -8.164 -1.067 -0.648  -1.4338
F: 0.287 5.914 5.174  -0.2691
H: -9.094 1.388 -2.185  0.1579
C: -2.162 -3.362 2.638  0.6200
F: 3.851 -1.341 1.507  -0.3304
F: 6.779 -4.875 2.323  -0.2717
C: -9.538 2.192 -1.596  -0.9028
H: -5.304 1.943 -2.096  0.1971
C: -2.388 -4.259 1.415  0.3590
F: -5.426 -3.874 3.118  -0.2472
F: 0.205 -0.335 -4.654  -0.2944
C: 1.010 0.263 -2.542  1.1205
H: -5.674 1.719 -0.382  0.2029
F: 2.094 -1.149 0.237  -0.0693
H: 8.838 0.148 -5.024  0.2465
H: 7.030 -2.446 -1.736  -0.0166
C: -1.834 -0.070 0.154  0.6016
F: -1.690 -0.900 -0.906  -0.2683
F: -1.107 1.908 1.109  -0.3250
H: 0.268 1.583 -4.101  0.3003
O: 8.200 -1.307 -2.856  -0.4057
F: 2.258 0.328 -3.106  -0.3647
H: 5.584 -3.799 3.504  0.2725
H: -3.375 -0.374 2.981  0.4067
O: -2.545 -2.075 2.393  -0.1153
F: -0.818 -3.343 2.856  -0.3052
F: 6.075 -2.872 1.802  -0.1960
F: 0.814 -1.018 -2.158  -0.2566
F: -2.010 -5.523 1.736  -0.2895
C: -1.289 5.369 0.258  0.2118
H: -0.147 8.619 2.229  0.3292
F: -1.233 0.559 -3.269  -0.1740
H: 8.723 -2.790 -1.493  0.4170
H: -3.514 -1.630 4.184  0.3845
F: 7.209 -3.355 -4.353  -0.2867
O: 0.352 0.860 -0.153  -0.1348
H: 1.148 7.388 4.143  0.2520
C: -0.860 6.835 0.374  0.7501
H: -10.058 2.872 -2.274  0.4164
F: 10.803 -0.245 -5.028  -0.2658
H: 2.412 -4.632 1.988  0.3993
C: -1.084 8.102 2.439  -0.7326
O: 2.792 -3.170 0.712  -0.3352
F: -1.193 4.754 1.451  -0.2109
H: -8.965 2.345 1.228  0.2352
H: 9.302 -5.132 -2.527  0.2912
F: -3.686 -4.273 1.073  -0.2316
C: 3.200 -1.888 0.457  0.3043
H: -1.808 8.870 2.706  0.3964
F: -2.732 -3.873 3.745  -0.3013
H: 2.104 1.189 -1.012  0.4925
O: -8.144 2.221 0.729  -0.4844
F: -1.069 7.395 -0.839  -0.3018
F: -1.423 1.951 -1.036  -0.2722
H: -1.537 -0.603 1.056  0.0647
C: 7.977 -2.569 -2.257  -0.3108
H: -2.317 5.302 -0.104  0.3243
F: 9.268 -1.761 -5.413  -0.2167
C: 1.062 1.208 -1.326  -0.9537
F: -1.924 6.280 3.696  -0.2537
F: 4.452 -0.529 -0.992  -0.2940
C: -6.133 1.869 -1.372  -0.2264
H: -6.530 0.004 0.218  -0.0200
H: -8.039 -2.117 -0.364  0.4133
F: 5.127 -2.596 -0.718  -0.2633
N: -6.861 3.093 -1.435  -0.5102
C: -5.020 -1.589 2.587  1.2426
F: 8.524 -5.695 -4.274  -0.2703
F: -1.225 8.069 4.752  -0.3324
F: -0.457 4.747 -0.616  -0.2557
F: -3.129 0.291 0.247  -0.1589
H: 3.443 -2.114 -1.687  0.3152
F: 4.763 -5.051 0.567  -0.2444
F: -5.616 -0.389 2.823  -0.3411
H: -6.047 -2.398 4.319  0.2933
P: -8.270 3.229 -0.668  -0.1136
C: 7.749 -3.768 -3.186  0.9702
C: 5.743 -4.011 2.444  0.0885
F: 9.647 0.326 -2.630  -0.3028
C: -0.971 7.232 3.699  0.8964
H: -8.766 -0.588 0.128  0.1982
O: -6.850 0.651 -1.725  -0.3762
C: 0.044 0.598 -3.682  -0.0507
H: -6.080 -1.147 -1.108  0.3104
H: -1.792 -3.900 0.573  0.1899
F: -4.983 -1.785 1.257  -0.1858
C: 9.444 -0.878 -3.219  0.7881
C: 3.180 -3.868 1.876  -0.7288
C: -5.927 -2.623 3.255  -0.0191
C: 0.390 6.609 4.017  0.0778
C: 4.034 -1.805 -0.824  0.3616
H: 0.853 2.235 -1.628  0.3869
C: 9.540 -0.634 -4.729  0.1982
C: 4.497 -4.657 1.831  0.8600
C: -6.795 -0.384 -0.767  0.3370
F: 10.422 -1.701 -2.789  -0.3007
C: -0.979 1.181 -0.026  0.3532
F: 0.460 6.948 0.641  -0.2906
F: -7.138 -2.587 2.664  -0.2349
F: 9.940 -4.039 -4.075  -0.2314
C: 8.934 -4.696 -3.459  0.0602
C: -3.587 -1.434 3.114  -1.2144
H: 3.121 -3.239 2.765  0.3388
O: -1.630 7.516 1.278  -0.3815
H: -8.699 -1.019 -1.597  0.3911
H: -10.245 1.740 -0.889  0.1931
F: 0.780 5.757 3.048  -0.1907
F: 4.287 -5.781 2.578  -0.3359
F: 6.826 -4.557 -2.562  -0.3166

Output
HOMO energy = -2.62 eV
Kohn-Sham gap = 0.15368 Eh
Charge = -1

=====

What is the Kohn-Sham gap in the second record? 0.34881 Eh

=====

Which of these has the lowest charge? C29H31F40NO7P

=====

What is the formula in the second record? C29H31F3N2O4S

=====

Which formula does entry 2 have? C29H31F3N2O4S